Entry 1:
This record from OMol25 describes a molecular structure, C3H2FO3Tb at a distorted geometry. The level of theory is ωB97M-V/def2-TZVPD.

Geometry as XYZ:
```
10
Properties=species:S:1:pos:R:3:forces:R:3:lowdin_charge:R:1
O 0.739 0.230 1.485 1.11 1.96 0.27 -0.382
C 0.816 -0.838 0.749 -1.81 -1.05 -1.75 -0.303
C 0.820 -0.768 -0.613 0.83 -1.20 1.34 -0.121
H 0.631 -1.820 1.207 0.00 0.37 -0.05 0.137
H 0.762 -1.563 -1.349 0.30 0.31 0.15 0.118
F 1.399 0.418 -1.090 -0.44 0.97 -0.38 -0.182
Tb 1.059 2.251 0.575 -0.43 -1.30 0.22 1.777
O -2.798 -0.164 -0.098 1.83 -0.23 -1.07 0.271
O -1.456 1.656 -0.476 1.69 -0.46 -0.56 0.058
C -1.971 0.599 -0.390 -3.09 0.64 1.83 -0.372
```
Forces are in eV/Å.

## Properties
Net charge: +1
2S+1: 8
E_HOMO (alpha / beta) (eV): -12.4057 / -12.4118
LUMO (alpha / beta) (eV): -3.844 / -5.185
Energy relative to the best compared isomer or geometry (same formula, charge and spin) (eV): 0.543
Kohn-Sham gap (alpha / beta) (eV): 8.5612 / 7.2266

---

Entry 2:
This record from OMol25 describes 2 unconnected molecules or ions with the total composition C6H11PS3 at a distorted geometry. The level of theory is ωB97M-V/def2-TZVPD.

Geometry as XYZ:
```
21
Properties=species:S:1:pos:R:3:forces:R:3:lowdin_charge:R:1
C 0.347 0.729 2.397 -0.43 -1.66 -0.57 -0.206
C -1.031 -1.517 -1.848 -0.65 0.73 2.33 -0.218
C 0.663 0.875 1.065 -1.08 -0.22 2.61 -0.347
C -0.100 -0.594 -1.418 -2.58 -1.05 -0.30 -0.288
C 1.358 0.959 3.495 -1.26 0.21 0.10 -0.099
C -0.861 -2.332 -3.096 2.28 -1.46 2.08 -0.098
P -0.611 0.550 -0.097 0.05 0.92 -1.15 0.364
S -2.376 0.425 0.697 0.55 0.06 -0.89 0.271
S -1.703 3.915 -0.408 1.48 0.15 0.10 0.123
S -0.041 3.121 -1.421 -1.72 -1.53 1.39 -0.026
H -0.648 0.220 2.730 1.77 1.22 -1.00 0.090
H -1.971 -1.673 -1.163 1.76 0.46 -1.56 0.097
H 1.567 1.330 0.705 0.38 -0.02 0.07 0.064
H 0.794 -0.427 -2.000 0.22 0.23 0.14 0.070
H 1.944 1.729 3.127 2.15 1.07 -0.95 0.039
H 1.936 0.067 3.775 -0.34 0.37 0.00 0.092
H 0.957 1.525 4.345 -0.48 -0.96 0.27 0.082
H -1.227 -3.402 -3.091 0.46 1.31 0.30 0.101
H 0.248 -2.263 -3.241 -0.80 -0.70 -0.39 0.087
H -1.271 -1.835 -3.895 -1.29 1.17 -2.00 0.042
H -2.691 3.430 -1.125 -0.47 -0.33 -0.60 -0.239
```
Forces are in eV/Å.

## Properties
E_HOMO (alpha / beta) (eV): -7.7901 / -7.7862
LUMO (alpha / beta) (eV): -1.359 / -1.359
Energy relative to the best compared isomer or geometry (same formula, charge and spin) (eV): 0.400
Kohn-Sham gap (alpha / beta) (eV): 6.4315 / 6.4268

---

Entry 3:
This record from OMol25 describes 4 unconnected molecules or ions with the total composition C24H46N2O8 at a distorted geometry. The level of theory is ωB97M-V/def2-TZVPD.

Geometry as XYZ:
```
80
Properties=species:S:1:pos:R:3:forces:R:3:lowdin_charge:R:1
C 1.077 2.841 -0.565 -0.09 -1.26 0.49 -0.028
C 0.829 2.624 -2.033 -0.59 1.20 -1.81 -0.456
C 1.573 3.817 -2.794 0.05 -0.54 -0.05 -0.129
C 1.773 3.566 -4.293 0.17 -0.09 1.47 -0.186
C 2.496 2.210 -4.432 -1.62 0.92 -0.87 -0.125
C 1.653 1.025 -3.824 0.85 1.14 -1.38 -0.475
N 1.401 1.318 -2.409 1.52 0.84 -0.71 -0.085
O 0.753 0.230 -1.775 0.03 0.66 -0.80 -0.041
C 0.373 0.732 -4.720 0.78 0.45 0.55 -0.009
C 2.579 -0.179 -3.909 -0.77 -1.34 0.05 -0.057
C -0.673 2.703 -2.402 -0.37 0.90 0.91 -0.020
H 0.641 1.998 -0.029 -0.08 0.05 -0.07 0.045
H 0.631 3.719 -0.097 0.28 0.27 -0.45 0.108
H 2.156 2.740 -0.449 0.06 0.43 0.44 0.096
H 1.051 4.765 -2.669 -0.62 -0.21 0.29 0.117
H 2.537 4.043 -2.338 0.26 -0.51 0.18 0.108
H 2.360 4.386 -4.708 0.16 -0.06 -0.09 0.107
H 0.785 3.653 -4.745 0.06 -0.57 -0.43 0.098
H 3.522 2.307 -4.078 -0.14 -0.26 0.58 0.118
H 2.599 2.095 -5.511 0.00 -0.74 -0.12 0.110
H -0.105 -0.139 -4.272 -0.29 0.05 -0.28 0.079
H -0.325 1.561 -4.833 -0.02 0.05 0.71 0.062
H 0.627 0.564 -5.766 0.48 -0.56 0.12 0.079
H 2.898 -0.408 -4.925 0.04 0.37 -0.09 0.088
H 3.451 -0.198 -3.254 -0.02 0.56 0.05 0.088
H 1.976 -1.044 -3.633 0.06 -0.34 0.12 0.071
H -1.134 3.297 -1.613 -0.17 -0.11 0.03 0.079
H -1.184 1.741 -2.386 0.25 0.31 -0.45 0.068
H -0.943 3.283 -3.285 0.46 -0.40 -0.43 0.081
H 1.510 -0.226 -1.398 -0.09 0.05 0.23 0.090
C 0.988 0.664 2.380 0.39 0.27 0.93 -0.052
C 1.254 -0.871 2.342 -0.23 0.55 1.04 -0.374
C 1.026 -1.351 3.934 0.25 -1.90 -1.56 -0.072
C 1.039 -2.903 4.031 -0.78 -0.52 -2.33 -0.178
C -0.094 -3.458 3.107 -0.44 1.82 -0.06 -0.136
C -0.057 -3.002 1.589 -0.25 -1.67 -0.16 -0.371
N 0.246 -1.518 1.445 -0.09 -2.55 3.68 -0.141
O 0.236 -1.025 0.156 1.76 -2.33 -0.29 -0.087
C 0.984 -3.971 0.958 0.50 0.74 -0.89 -0.057
C -1.508 -3.402 0.911 1.48 2.38 1.03 0.009
C 2.702 -0.979 1.785 -0.83 -0.96 0.52 -0.016
H -0.010 0.932 2.726 0.15 -0.18 0.14 0.089
H 1.188 1.213 1.460 0.07 -0.46 -0.03 0.059
H 1.662 1.145 3.088 0.28 -0.30 0.24 0.097
H 1.764 -1.028 4.669 0.31 0.76 -0.63 0.107
H 0.050 -1.046 4.311 -0.09 0.44 -0.38 0.100
H 0.871 -3.374 4.999 0.25 0.54 0.26 0.107
H 1.942 -3.318 3.583 0.53 0.18 0.44 0.095
H -1.004 -3.051 3.547 -0.42 -0.06 -0.07 0.098
H -0.189 -4.543 3.149 0.17 0.03 -0.13 0.114
H 0.664 -5.009 1.046 -0.10 0.13 0.01 0.084
H 1.131 -3.767 -0.102 -0.41 -0.10 -0.46 0.072
H 2.019 -3.903 1.293 -0.10 0.09 0.77 0.062
H -1.772 -4.459 0.865 0.47 0.10 0.03 0.091
H -2.243 -2.829 1.476 0.62 -1.34 0.21 0.033
H -1.661 -2.869 -0.028 0.60 -0.68 -0.57 0.071
H 2.697 -0.470 0.822 0.44 0.70 0.33 0.075
H 3.039 -1.978 1.507 -0.18 -0.32 0.48 0.063
H 3.346 -0.607 2.582 0.40 0.40 -0.62 0.091
H 0.791 -1.679 -0.274 0.23 -0.16 -0.94 0.108
C -1.406 0.200 0.946 -1.08 0.27 -1.26 -0.169
C -1.956 0.733 -0.310 -0.12 -1.18 -2.75 -0.147
O -2.227 2.070 -0.051 -0.45 1.95 2.27 0.077
C -2.446 2.111 1.301 0.25 2.68 0.02 -0.553
O -2.776 3.055 1.980 -0.27 -0.33 -1.23 0.148
O -2.129 0.977 1.865 1.49 -0.70 1.53 0.008
H -0.344 0.446 0.970 -1.56 0.13 0.31 0.078
H -1.616 -0.868 1.009 0.16 0.92 0.65 0.117
H -2.915 0.341 -0.646 0.51 -0.42 -0.06 0.132
H -1.194 0.605 -1.078 -0.44 0.13 0.14 0.102
C -4.317 0.214 2.736 0.76 0.67 -0.20 -0.075
C -3.608 -1.020 3.194 -0.47 -0.19 2.41 -0.145
O -3.474 -1.820 2.083 -0.75 -0.70 -1.00 0.007
C -3.735 -1.111 0.938 -1.84 -1.21 1.63 -0.591
O -3.635 -1.560 -0.155 -0.13 0.06 -0.16 0.171
O -4.282 0.031 1.318 -1.07 1.30 -1.18 0.086
H -3.684 1.058 3.013 -0.98 0.22 -0.03 0.122
H -5.347 0.320 3.075 0.09 -0.15 -0.22 0.144
H -4.282 -1.402 3.960 0.26 -1.07 -0.06 0.135
H -2.617 -0.948 3.642 0.00 0.73 0.02 0.131
```
Forces are in eV/Å.

## Properties
E_HOMO (eV): -8.4407
LUMO (eV): 0.449
Energy relative to the best compared isomer or geometry (same formula, charge and spin) (eV): 0.000
Kohn-Sham gap (eV): 8.8899
SMILES: CC1(C)CCCC(C)(C)N1O.CC1(C)CCCC(C)(C)N1O.O=C1OCCO1.O=C1OCCO1

---

Entry 4:
This record from OMol25 describes a single C4H11F4N3O7P2 molecule at a distorted geometry. The level of theory is ωB97M-V/def2-TZVPD.

Geometry as XYZ:
```
31
Properties=species:S:1:pos:R:3:forces:R:3:lowdin_charge:R:1
N 1.796 -0.539 0.959 0.17 0.17 0.00 0.094
C 2.216 0.544 0.094 -0.64 -0.62 0.40 -0.658
N 2.570 1.737 0.860 0.24 0.12 -0.24 0.086
N 3.385 0.052 -0.608 -0.02 0.27 -0.10 0.088
C 1.017 0.876 -0.865 0.66 0.05 -0.07 -0.129
O 0.151 -0.248 -1.022 -0.26 0.36 0.42 -0.151
P -1.310 -0.079 -1.587 -0.47 0.25 -1.06 0.410
O -1.442 -0.090 -3.031 0.11 0.01 0.06 -0.180
O -2.150 -1.189 -0.796 0.63 -0.05 0.09 -0.015
C -1.758 -2.513 -0.729 -0.47 -0.07 0.22 -0.547
F -2.887 -3.230 -0.821 -0.21 -0.16 0.00 0.151
F -0.986 -2.858 -1.758 0.25 0.09 -0.16 0.165
C -1.087 -2.910 0.627 -0.23 -0.15 0.03 -0.279
F -1.043 -1.853 1.456 0.10 0.20 0.06 0.090
F 0.155 -3.369 0.418 0.13 0.06 -0.02 0.104
O -1.932 1.278 -0.979 0.41 -0.43 0.72 -0.204
P -2.461 1.539 0.529 -0.70 0.26 0.11 0.328
O -3.743 0.941 0.836 0.20 -0.18 0.00 -0.194
O -2.440 3.130 0.566 0.42 -0.11 -0.10 -0.077
O -1.277 1.100 1.511 0.07 0.15 -0.27 -0.094
H 1.055 -0.283 1.600 -0.05 -0.16 -0.03 0.065
H 2.602 -0.897 1.455 -0.02 0.02 0.04 0.091
H 2.221 1.702 1.806 0.02 0.00 -0.02 0.072
H 2.330 2.615 0.418 0.07 0.00 0.00 0.075
H 3.121 -0.446 -1.450 0.10 -0.08 0.05 0.084
H 4.014 0.811 -0.839 -0.04 0.00 -0.02 0.077
H 0.477 1.734 -0.460 -0.19 -0.04 -0.13 0.095
H 1.426 1.156 -1.838 -0.16 0.08 0.01 0.137
H -1.685 -3.691 1.100 0.01 -0.02 -0.05 0.170
H -1.899 3.470 1.290 -0.22 0.11 -0.05 0.091
H -0.438 1.511 1.258 0.07 -0.14 0.12 0.054
```
Forces are in eV/Å.

## Properties
E_HOMO (eV): -9.9924
LUMO (eV): -0.310
Energy relative to the best compared isomer or geometry (same formula, charge and spin) (eV): 0.000
Kohn-Sham gap (eV): 9.6825
SMILES: NC(N)(N)CO[P@@](=O)(OC(F)(F)C(F)F)OP(=O)(O)O